#1
Molecular formula: H10O5
Method: DFT, ωB97M-V with the def2-TZVPD basis set

Kohn-Sham gap (eV): 11.327
HOMO level (eV): -10.80
LUMO (eV): 0.53
Structure (SMILES): O.O.O.O.O

```
! wB97M-V def2-TZVPD RIJCOSX def2/J DEFGRID3
* xyz 0 1
O 1.049 1.738 -0.404
H 1.593 0.837 -0.215
H 0.815 1.742 -1.342
O 2.272 -0.844 -0.341
H 1.510 -1.249 0.136
H 3.141 -1.083 0.088
O -0.194 -1.436 0.600
H -0.278 -1.975 1.359
H -0.371 -0.478 0.865
O -0.953 1.109 1.127
H -1.565 0.946 0.321
H -0.243 1.615 0.683
O -2.175 -0.360 -0.988
H -3.063 -0.858 -0.938
H -1.534 -1.156 -0.904
*
```

Atomic partial charges in e from the Löwdin method, atoms 1 to 4:
1. O -0.114
2. H 0.089
3. H 0.057
4. O -0.098

***

#2
Molecular formula: H10O5
Method: DFT, ωB97M-V with the def2-TZVPD basis set

Kohn-Sham gap (eV): 9.081
HOMO level (eV): -9.45
LUMO (eV): -0.37

```
! wB97M-V def2-TZVPD RIJCOSX def2/J DEFGRID3
* xyz 0 1
O 1.864 -2.416 1.499
H 1.998 -3.354 1.368
H 0.925 -2.286 1.361
O -1.243 2.741 -1.233
H -1.230 1.836 -0.920
H -1.979 3.144 -0.772
O 1.556 -1.286 -1.565
H 1.318 -0.665 -0.876
H 0.766 -1.363 -2.100
O -1.364 1.356 0.467
H -1.195 2.082 1.068
H -2.073 0.863 0.879
O 0.453 -0.347 -0.010
H 0.138 -0.830 0.754
H 0.066 0.524 0.079
*
```

Atomic partial charges in e from the Löwdin method, atoms 1 to 4:
1. O -0.034
2. H 0.043
3. H 0.005
4. O -0.074

***

#3
Molecular formula: H10O5
Method: DFT, ωB97M-V with the def2-TZVPD basis set

Kohn-Sham gap (eV): 11.869
HOMO level (eV): -11.34
LUMO (eV): 0.53
Structure (SMILES): O.O.O.O.O

```
! wB97M-V def2-TZVPD RIJCOSX def2/J DEFGRID3
* xyz 0 1
O 1.602 1.559 -0.592
H 1.685 0.891 0.098
H 0.651 1.636 -0.731
O -3.125 0.738 -1.584
H -2.264 0.416 -1.294
H -3.312 0.225 -2.378
O 0.621 -1.961 3.368
H -0.036 -2.605 3.655
H 0.461 -1.196 3.931
O 3.607 -1.821 -2.012
H 3.959 -2.400 -2.697
H 4.324 -1.200 -1.838
O -2.631 1.544 0.819
H -2.066 2.324 0.775
H -3.478 1.850 0.477
*
```

Atomic partial charges in e from the Löwdin method, atoms 1 to 4:
1. O -0.057
2. H 0.036
3. H 0.021
4. O -0.074

***

#1 wins, 0.725 eV ahead of the next structure.

***

#1
Molecular formula: C8H16N2O
Method: DFT, ωB97M-V with the def2-TZVPD basis set

Kohn-Sham gap (spin up / spin down) (eV): 7.804 / 7.805
HOMO level (spin up / spin down) (eV): -7.06 / -7.06
LUMO (spin up / spin down) (eV): 0.75 / 0.75

```
! wB97M-V def2-TZVPD RIJCOSX def2/J DEFGRID3
* xyz 0 1
C -0.482 -0.684 -0.681
C 1.011 -0.750 -1.158
C -0.389 1.095 0.492
C -1.357 -1.668 -1.305
C 2.394 -0.755 -0.473
C -1.514 1.827 -0.091
C 0.343 2.073 1.495
C -0.036 -1.251 1.630
N 0.167 0.476 -1.323
N -0.651 -0.280 0.717
O -0.162 1.198 -2.335
H 1.001 -1.512 -1.861
H -0.825 -2.611 -1.237
H -1.566 -1.440 -2.349
H -2.358 -1.752 -0.944
H 2.598 -0.164 0.387
H 3.031 -0.387 -1.228
H 2.531 -1.852 -0.197
H -2.140 2.179 0.627
H -2.133 1.238 -0.732
H -1.129 2.658 -0.734
H 0.865 2.880 0.936
H 1.053 1.530 2.110
H -0.372 2.505 2.230
H 0.668 -0.773 2.406
H 0.309 -2.164 1.269
H -0.858 -1.617 2.348
*
```

Atomic partial charges in e from the Löwdin method, atoms 1 to 4:
1. C -0.403
2. C -0.148
3. C -0.263
4. C -0.002

***

#2
Molecular formula: C8H16N2O
Method: DFT, ωB97M-V with the def2-TZVPD basis set

Kohn-Sham gap (eV): 10.070
HOMO level (eV): -9.04
LUMO (eV): 1.03
Structure (SMILES): Cc1ncco1.CCCCN

```
! wB97M-V def2-TZVPD RIJCOSX def2/J DEFGRID3
* xyz 0 1
C -5.112 1.647 0.046
C -4.202 0.449 -0.013
N -4.333 -0.600 -0.750
C -3.204 -1.355 -0.484
C -2.443 -0.700 0.431
O -3.081 0.468 0.735
H -6.137 1.346 0.305
H -5.185 2.101 -0.943
H -4.747 2.398 0.741
H -2.994 -2.280 -1.011
H -1.519 -0.913 0.940
C 0.953 -1.602 0.115
C 1.946 -0.555 0.562
C 3.291 -0.586 -0.206
C 4.129 0.654 0.045
N 3.380 1.818 -0.404
H 0.316 -1.884 0.974
H 1.417 -2.495 -0.351
H 0.295 -1.200 -0.674
H 2.145 -0.661 1.644
H 1.490 0.449 0.447
H 3.114 -0.735 -1.265
H 3.838 -1.462 0.131
H 5.117 0.534 -0.461
H 4.349 0.751 1.126
H 3.917 2.664 -0.265
H 3.258 1.748 -1.414
*
```

Atomic partial charges in e from the Löwdin method, atoms 1 to 4:
1. C 0.006
2. C -0.415
3. N 0.118
4. C -0.117

***

#2 wins, 6.165 eV ahead of the next structure.

***

#1
Molecular formula: C30H37N4PS4Sr
Method: DFT, ωB97M-V with the def2-TZVPD basis set

Kohn-Sham gap (eV): 5.999
HOMO level (eV): -6.19
LUMO (eV): -0.19

```
! wB97M-V def2-TZVPD RIJCOSX def2/J DEFGRID3
* xyz 0 1
Sr 0.424 -0.131 -1.345
C 2.686 2.830 -1.829
C 3.617 1.919 -1.348
C 3.790 0.700 -1.988
C 3.036 0.398 -3.118
C 2.117 1.319 -3.615
C 1.935 2.534 -2.961
H 2.530 3.765 -1.305
H 4.175 2.140 -0.449
H 4.496 -0.022 -1.595
H 3.166 -0.554 -3.620
H 1.516 1.072 -4.478
H 1.196 3.234 -3.329
S -0.603 -0.570 -3.973
C -2.121 -1.096 -3.237
C -2.700 -2.292 -3.694
C -3.921 -2.753 -3.239
C -4.621 -2.013 -2.292
C -4.060 -0.847 -1.802
C -2.812 -0.375 -2.229
S -2.203 1.116 -1.466
H -2.162 -2.846 -4.454
H -4.334 -3.673 -3.635
H -5.592 -2.339 -1.940
H -4.592 -0.263 -1.059
C 0.641 -3.458 -2.012
C 1.855 -3.266 -1.149
C 2.822 -4.294 -1.041
C 3.909 -4.095 -0.250
C 4.043 -2.894 0.486
C 5.145 -2.679 1.341
C 5.212 -1.520 2.062
C 4.188 -0.564 1.964
C 3.086 -0.722 1.143
S 1.837 0.513 1.154
C 3.024 -1.921 0.352
N 1.975 -2.123 -0.507
H 0.587 -4.472 -2.403
H 0.617 -2.763 -2.861
H -0.272 -3.271 -1.436
H 2.686 -5.211 -1.598
H 4.679 -4.853 -0.158
H 5.913 -3.439 1.413
H 6.048 -1.334 2.725
H 4.243 0.337 2.561
C -2.436 -2.828 0.650
S -1.198 -1.585 1.060
C -0.140 -2.580 2.123
H -1.950 -3.713 0.239
H -3.096 -2.404 -0.105
H -3.011 -3.105 1.533
H -0.702 -2.937 2.986
H 0.678 -1.939 2.450
H 0.266 -3.427 1.568
C -2.172 2.734 3.694
N -2.281 1.952 2.404
C -3.342 2.613 1.512
N -3.023 3.985 1.295
C -2.896 4.682 2.565
N -1.871 4.103 3.435
C -0.523 4.288 2.877
P -0.255 3.501 1.205
C -0.945 1.849 1.715
C -1.834 4.147 0.444
H -1.392 2.265 4.294
H -3.137 2.650 4.198
H -2.576 0.991 2.595
H -4.286 2.518 2.053
H -3.359 2.045 0.577
H -3.855 4.637 3.086
H -2.649 5.726 2.378
H 0.209 3.883 3.580
H -0.331 5.360 2.801
H -0.260 1.348 2.402
H -1.121 1.174 0.882
H -2.003 3.633 -0.504
H -1.709 5.210 0.221
*
```

Atomic partial charges in e from the Löwdin method, atoms 1 to 4:
1. Sr 0.854
2. C -0.100
3. C -0.122
4. C -0.106

***

#2
Molecular formula: C30H37N4PS4Sr
Method: DFT, ωB97M-V with the def2-TZVPD basis set

Kohn-Sham gap (eV): 5.982
HOMO level (eV): -6.13
LUMO (eV): -0.15

```
! wB97M-V def2-TZVPD RIJCOSX def2/J DEFGRID3
* xyz 0 1
Sr 0.834 0.950 0.020
C 0.623 -3.005 -0.799
C 1.806 -2.482 -1.302
C 2.805 -2.075 -0.427
C 2.609 -2.181 0.944
C 1.414 -2.685 1.445
C 0.421 -3.101 0.572
H -0.150 -3.343 -1.478
H 1.958 -2.392 -2.370
H 3.729 -1.667 -0.817
H 3.389 -1.868 1.628
H 1.254 -2.743 2.514
H -0.515 -3.481 0.959
S -0.146 1.077 -2.751
C 1.138 1.907 -3.659
C 0.809 2.376 -4.936
C 1.726 3.022 -5.744
C 3.014 3.232 -5.267
C 3.348 2.794 -4.000
C 2.442 2.121 -3.169
S 3.042 1.597 -1.587
H -0.204 2.220 -5.289
H 1.436 3.363 -6.731
H 3.754 3.730 -5.880
H 4.345 2.966 -3.614
C 3.737 1.502 1.756
C 2.678 1.553 2.820
C 3.011 2.057 4.099
C 2.051 2.113 5.056
C 0.745 1.645 4.784
C -0.255 1.657 5.779
C -1.496 1.178 5.476
C -1.771 0.677 4.194
C -0.832 0.639 3.179
S -1.288 -0.062 1.633
C 0.477 1.149 3.486
N 1.463 1.141 2.523
H 4.731 1.501 2.201
H 3.676 2.363 1.085
H 3.642 0.610 1.134
H 4.019 2.398 4.289
H 2.270 2.508 6.042
H -0.018 2.039 6.764
H -2.278 1.175 6.225
H -2.756 0.285 3.976
C -2.218 3.896 1.268
S -1.940 3.141 -0.347
C -0.967 4.421 -1.168
H -1.307 4.385 1.612
H -2.462 3.088 1.958
H -3.032 4.618 1.246
H -1.591 5.239 -1.525
H -0.472 3.941 -2.013
H -0.210 4.810 -0.487
C -4.246 -1.838 -3.905
N -3.027 -0.973 -3.644
C -3.508 0.413 -3.168
N -4.357 0.278 -2.040
C -5.487 -0.582 -2.335
N -5.078 -1.925 -2.751
C -4.444 -2.652 -1.638
P -2.889 -1.855 -0.975
C -2.119 -1.628 -2.642
C -3.612 -0.143 -0.847
H -3.887 -2.822 -4.207
H -4.791 -1.371 -4.727
H -2.496 -0.834 -4.506
H -4.041 0.845 -4.017
H -2.605 0.986 -2.946
H -6.072 -0.134 -3.143
H -6.118 -0.666 -1.451
H -4.224 -3.673 -1.960
H -5.170 -2.723 -0.826
H -1.824 -2.597 -3.052
H -1.223 -1.004 -2.568
H -2.810 0.569 -0.654
H -4.268 -0.117 0.023
*
```

Atomic partial charges in e from the Löwdin method, atoms 1 to 4:
1. Sr 0.847
2. C -0.115
3. C -0.090
4. C -0.115

***

#1 wins, 0.534 eV ahead of the next structure.

***

#1
Molecular formula: C3H7N2
Method: DFT, ωB97M-V with the def2-TZVPD basis set

Kohn-Sham gap (eV): 10.284
HOMO level (eV): -14.61
LUMO (eV): -4.32

```
! wB97M-V def2-TZVPD RIJCOSX def2/J DEFGRID3
* xyz 1 1
C -1.131 1.016 -0.055
C -0.894 -1.006 -0.018
C 0.093 0.068 -0.466
N -1.897 0.062 0.243
N 1.397 0.255 0.270
H -1.411 2.052 -0.097
H -1.195 -1.639 -0.898
H -0.784 -1.575 0.943
H 0.357 0.023 -1.575
H 1.292 0.010 1.345
H 1.951 1.111 0.111
H 2.222 -0.376 0.197
*
```

Atomic partial charges in e from the Löwdin method, atoms 1 to 4:
1. C -0.061
2. C -0.141
3. C -0.215
4. N 0.087

***

#2
Molecular formula: C3H7N2
Method: DFT, ωB97M-V with the def2-TZVPD basis set

Kohn-Sham gap (eV): 12.231
HOMO level (eV): -15.88
LUMO (eV): -3.65

```
! wB97M-V def2-TZVPD RIJCOSX def2/J DEFGRID3
* xyz 1 1
C 0.271 0.184 -0.030
C -1.701 -0.028 0.011
C 1.830 -0.049 -0.055
N -0.751 1.094 -0.069
N -0.513 -0.893 -0.039
H -2.231 -0.155 1.014
H -2.290 -0.041 -0.927
H 2.076 -0.281 0.982
H 2.406 0.803 -0.353
H 1.962 -0.913 -0.692
H -0.891 2.052 0.001
H -0.170 -1.774 0.157
*
```

Atomic partial charges in e from the Löwdin method, atoms 1 to 4:
1. C -0.196
2. C -0.051
3. C 0.071
4. N 0.158

***

#3
Molecular formula: C3H7N2
Method: DFT, ωB97M-V with the def2-TZVPD basis set

Kohn-Sham gap (eV): 9.603
HOMO level (eV): -14.13
LUMO (eV): -4.53

```
! wB97M-V def2-TZVPD RIJCOSX def2/J DEFGRID3
* xyz 1 1
C 2.441 0.219 0.117
C 1.278 -0.052 -0.014
C -0.181 -0.379 0.148
N -0.759 -1.505 -0.231
N -0.892 1.053 -0.265
H 3.330 0.807 0.031
H -0.090 -0.332 1.873
H -1.464 -1.925 0.409
H -0.465 -2.141 -0.917
H -0.065 1.707 -0.349
H -1.704 1.346 0.330
H -1.429 1.203 -1.131
*
```

Atomic partial charges in e from the Löwdin method, atoms 1 to 4:
1. C 0.154
2. C -0.132
3. C -0.368
4. N 0.088

***

#2 wins, 1.495 eV ahead of the next structure.

***

#1
Molecular formula: C3H7N2
Method: DFT, ωB97M-V with the def2-TZVPD basis set

Kohn-Sham gap (eV): 9.338
HOMO level (eV): -13.44
LUMO (eV): -4.10

```
! wB97M-V def2-TZVPD RIJCOSX def2/J DEFGRID3
* xyz 1 1
C 0.029 -0.156 -1.220
C -0.987 -0.598 0.655
C 0.874 0.546 -0.088
N -0.041 -0.019 -2.400
N 0.254 0.059 1.193
H -1.801 0.015 0.696
H -1.316 -1.532 0.990
H 1.913 0.236 0.011
H 0.738 1.702 -0.175
H -0.716 -0.491 -3.122
H 0.020 0.778 1.889
H 1.032 -0.540 1.571
*
```

Atomic partial charges in e from the Löwdin method, atoms 1 to 4:
1. C -0.128
2. C 0.048
3. C -0.080
4. N 0.194

***

#2
Molecular formula: C3H7N2
Method: DFT, ωB97M-V with the def2-TZVPD basis set

Kohn-Sham gap (eV): 9.491
HOMO level (eV): -15.28
LUMO (eV): -5.79
Structure (SMILES): CC=[N+]=NC

```
! wB97M-V def2-TZVPD RIJCOSX def2/J DEFGRID3
* xyz 1 1
C -2.192 0.011 0.251
C -0.978 0.695 -0.267
N 0.210 0.529 0.103
N 1.379 0.631 0.377
C 2.548 -0.080 -0.046
H -2.815 -0.357 -0.584
H -2.789 0.765 0.970
H -1.888 -0.848 0.797
H -0.915 1.068 -1.319
H 2.471 -0.379 -1.192
H 2.713 -0.942 0.625
H 3.474 0.511 -0.104
*
```

Atomic partial charges in e from the Löwdin method, atoms 1 to 4:
1. C -0.024
2. C -0.056
3. N 0.105
4. N 0.128

***

#3
Molecular formula: C3H7N2
Method: DFT, ωB97M-V with the def2-TZVPD basis set

Kohn-Sham gap (eV): 10.338
HOMO level (eV): -15.27
LUMO (eV): -4.93
Structure (SMILES): C[N+]1(N)C=C1

```
! wB97M-V def2-TZVPD RIJCOSX def2/J DEFGRID3
* xyz 1 1
C 0.721 1.008 0.008
N -0.183 -0.126 -0.164
N 0.573 -1.352 -0.370
C -1.282 -0.188 0.719
C -1.613 -0.122 -0.624
H 1.307 1.481 -0.744
H 0.209 1.799 0.491
H 1.398 0.728 0.739
H 0.685 -1.918 0.533
H 1.502 -1.273 -0.833
H -1.316 -0.289 1.736
H -2.000 0.253 -1.491
*
```

Atomic partial charges in e from the Löwdin method, atoms 1 to 4:
1. C 0.020
2. N -0.322
3. N 0.104
4. C 0.143

***

#2 wins, 0.447 eV ahead of the next structure.